The following is a quantum chemistry calculation of a molecular structure, C10H25IrN6O7P2S, from the OMol25 dataset.

Values from the calculation:
net charge: +3
energy above the lowest of the compared OMol25 structures with the same formula, charge and spin: 0.00 kJ/mol
HOMO level (alpha / beta): -17.65 / -18.47 eV
Kohn-Sham gap (alpha / beta): 8.86 / 3.69 eV
spin multiplicity: 6
LUMO energy (alpha / beta): -8.793 / -14.772 eV
⟨S²⟩: 8.770

CARTESIAN COORDINATES (ANGSTROEM)
Ir 5.63582 12.05301 10.70127
C 5.35808 7.50607 13.49276
C 5.66544 8.69736 12.59228
O 7.06744 8.69502 12.19915
P 5.32806 10.18670 13.59327
O 4.00154 9.82816 14.32665
O 6.44436 10.02095 14.67796
O 5.30355 11.54722 12.93934
P 4.64529 8.83770 11.03235
O 3.16504 9.13154 11.56393
O 4.84645 7.70975 10.13054
O 5.15802 10.17285 10.47936
H 6.16953 7.25534 14.17265
H 5.16654 6.65567 12.80025
H 4.43138 7.57606 14.09039
H 7.22883 7.75030 12.04652
H 3.20020 10.10721 13.81170
H 6.62661 10.78656 15.28048
H 2.60650 8.39912 11.25232
C 4.85659 17.79491 7.27750
C 4.89599 18.15279 8.76415
C 6.35824 18.30238 9.27575
C 4.05326 17.24733 9.61297
N 4.49863 15.86716 9.50181
C 4.78488 15.01412 10.48552
N 5.25609 13.89180 10.01221
N 5.35036 14.06662 8.63412
N 4.86567 15.24741 8.31905
H 5.24321 18.63370 6.67787
H 3.83288 17.59551 6.91175
H 5.44732 16.87963 7.07532
H 4.44182 19.14636 8.91270
H 6.82053 17.31438 9.37610
H 6.41066 18.79652 10.26035
H 6.93555 18.92913 8.56127
H 2.96096 17.28172 9.33905
H 4.09458 17.45986 10.68549
H 4.66953 15.18598 11.53722
C 6.27296 11.97764 5.80918
N 6.77328 12.15630 7.18778
C 6.84565 11.22379 8.14746
S 7.58403 11.76950 9.67660
N 6.89810 9.89991 7.91684
C 6.46945 9.29781 6.61776
H 6.18759 12.93739 5.29467
H 5.27303 11.50064 5.79646
H 6.96560 11.37710 5.20875
H 6.41523 13.03354 7.63051
H 6.80860 9.28305 8.71626
H 7.22506 9.52738 5.87282
H 5.47234 9.64326 6.27784
H 6.44316 8.21285 6.70134

These are the natural (NBO) partial charges, in e, on atoms 1 to 6: 1.374, -0.710, -0.357, -0.448, 2.408, -0.942

The following is a quantum chemistry calculation of a molecular structure, C14H16AuBClN8O2, from the OMol25 dataset.

Values from the calculation:
net charge: +1
energy above the lowest of the compared OMol25 structures with the same formula, charge and spin: 77.64 kJ/mol
HOMO level (alpha / beta): -11.92 / -11.88 eV
Kohn-Sham gap (alpha / beta): 8.64 / 5.01 eV
spin multiplicity: 3
LUMO energy (alpha / beta): -3.274 / -6.869 eV
⟨S²⟩: 2.038

CARTESIAN COORDINATES (ANGSTROEM)
Au -0.94407 0.08782 -0.24824
N 3.68704 1.83325 -0.18331
C 3.63766 3.09119 0.29133
C 3.63347 2.98506 1.68039
N 3.71713 1.71555 2.04358
C 3.73534 1.02655 0.88505
C 3.71300 -0.38055 0.85070
N 3.24669 -1.10974 1.88066
C 3.39465 -2.37573 1.44542
C 3.94864 -2.42106 0.20462
N 4.04501 -1.14316 -0.21080
H 3.48845 1.56904 -1.17437
H 3.52167 3.94265 -0.37500
H 3.62554 3.72170 2.44269
H 2.99921 -3.18909 2.05423
H 4.15023 -3.26998 -0.42485
H 4.42416 -0.74263 -1.08081
B -3.61837 1.65614 0.46441
N -3.27373 0.56225 1.56724
C -4.04825 0.06716 2.53863
C -3.38678 -1.00221 3.10882
C -2.19058 -1.11314 2.37948
N -2.17445 -0.18280 1.38832
N -3.89436 0.74618 -0.81568
C -4.99187 0.44504 -1.50807
C -4.63427 -0.40274 -2.53936
C -3.26905 -0.62965 -2.37361
N -2.85048 0.05423 -1.32931
H -4.59807 2.31989 0.78325
H -2.59080 2.25486 0.14763
H -5.04400 0.49115 2.71469
H -3.71551 -1.60304 3.94327
H -1.39933 -1.83819 2.58686
H -5.94379 0.85106 -1.19875
H -5.23612 -0.81915 -3.30263
H -2.56005 -1.25007 -2.88777
Cl 0.63772 -2.41906 -1.35399
C 1.74236 -1.42151 -2.34756
C 1.52834 0.09133 -2.24503
O 2.49636 0.62687 -2.84195
O 0.57939 0.61843 -1.61533
H 1.68018 -1.77753 -3.36820
H 2.73168 -1.66640 -1.97667

These are the natural (NBO) partial charges, in e, on atoms 1 to 6: 1.203, -0.507, 0.085, -0.005, -0.334, 0.338

The following is a quantum chemistry calculation of 3 unconnected molecules or ions with the total composition C4H17N2O2, from the OMol25 dataset.

Values from the calculation:
net charge: 0
energy above the lowest of the compared OMol25 structures with the same formula, charge and spin: 304.60 kJ/mol
HOMO level (alpha / beta): -3.07 / -9.09 eV
Kohn-Sham gap (alpha / beta): 3.58 / 9.54 eV
spin multiplicity: 2
LUMO energy (alpha / beta): 0.512 / 0.451 eV
⟨S²⟩: 0.751

CARTESIAN COORDINATES (ANGSTROEM)
N 0.74308 0.47568 -1.21936
C 0.33444 -0.58875 -0.27039
C 0.18434 -1.97031 -0.86095
C -0.88217 0.02361 0.43468
N -0.54372 0.75979 1.67724
C -1.15228 2.04858 1.77824
H 0.54290 0.17522 -2.30020
H 0.21108 1.36754 -1.09402
H 1.73451 0.78976 -1.16853
H 1.04457 -0.79895 0.66628
H 1.08135 -2.42034 -0.96316
H -0.60366 -2.09182 -1.71307
H -0.33745 -2.59264 -0.03545
H -1.58806 0.50990 -0.22122
H -1.21206 -0.91173 0.82264
H 0.50725 0.84473 1.73130
H -0.72095 2.53319 2.72368
H -1.26993 2.79376 0.88132
H -2.14524 1.91237 2.26390
H 1.48116 -1.20824 3.03659
H 2.34105 -2.38943 2.59302
O 2.14147 -1.53549 2.29460
H -1.45783 1.68773 -3.59685
H -0.98147 0.09805 -4.10300
O -1.00756 0.78222 -3.44682

These are the natural (NBO) partial charges, in e, on atoms 1 to 6: -1.041, -0.157, -0.625, -0.257, -0.636, -0.454

The following is a quantum chemistry calculation of 2 unconnected molecules or ions with the total composition C4H13NOS, from the OMol25 dataset.

Values from the calculation:
net charge: +1
energy above the lowest of the compared OMol25 structures with the same formula, charge and spin: 158.46 kJ/mol
HOMO level (alpha / beta): -13.15 / -12.99 eV
Kohn-Sham gap (alpha / beta): 10.10 / 4.66 eV
spin multiplicity: 2
LUMO energy (alpha / beta): -3.043 / -8.329 eV
⟨S²⟩: 0.753

CARTESIAN COORDINATES (ANGSTROEM)
C -1.58239 -1.85451 -0.14948
C -0.02683 -1.58513 -0.49693
C 0.29441 -0.15485 -0.84721
S 0.43246 0.93656 0.58876
C -1.12692 1.49076 1.21416
N -2.31317 -2.50954 -1.16728
H -1.45744 -2.37269 0.84891
H -1.95866 -0.89773 0.22240
H 0.44490 -2.03468 0.37782
H 0.22190 -2.12251 -1.42972
H 1.33455 -0.07090 -1.24733
H -0.25928 0.26499 -1.69288
H -1.03526 2.00197 2.20708
H -1.90541 0.73506 1.23229
H -1.35957 2.34583 0.56946
H -2.56281 -1.90137 -1.94942
H -1.78469 -3.21267 -1.68349
H 5.64933 3.69451 1.03231
H 4.25126 3.22295 1.30720
O 4.74364 4.02397 1.06337

These are the natural (NBO) partial charges, in e, on atoms 1 to 6: -0.198, -0.448, -0.589, 0.859, -0.843, -0.797